{"formula": "C9H14", "method": "ωB97M-V/def2-TZVPD", "elements": ["C", "C", "C", "C", "C", "C", "C", "H", "H", "H", "H", "H", "H", "H", "H", "C", "C", "H", "H", "H", "H", "H", "H"], "positions_angstrom": [[1.1694, -2.1599, 0.9894], [1.5337, -0.8498, 0.3419], [0.7417, -0.2331, -0.6022], [1.1088, 0.9713, -1.2090], [2.2902, 1.5672, -0.8283], [3.0996, 0.9625, 0.1322], [2.7334, -0.2276, 0.7138], [1.8631, -2.9386, 0.6752], [0.1640, -2.4793, 0.7119], [1.2688, -2.0951, 2.0659], [-0.1660, -0.7537, -0.8700], [0.4212, 1.3429, -1.9527], [2.5701, 2.4973, -1.2901], [4.0208, 1.4575, 0.4004], [3.3757, -0.6849, 1.4523], [-3.7359, 0.5690, -0.7188], [-2.8315, 0.3514, 0.5094], [-3.6653, -0.2804, -1.3895], [-4.7721, 0.6641, -0.4008], [-3.4357, 1.4558, -1.2680], [-2.5345, -0.6848, 0.6285], [-1.9160, 0.9257, 0.4501], [-3.3033, 0.6225, 1.4585]], "atomic_forces_ev_per_a": [[0.03, 0.02, -0.42], [0.62, 0.02, 0.55], [-0.05, -0.24, -0.10], [-0.44, -0.99, 0.42], [-0.14, 0.10, -0.19], [0.04, 0.49, -0.29], [-0.29, -0.11, -0.15], [0.03, -0.10, -0.11], [0.01, 0.03, 0.15], [-0.20, 0.04, 0.27], [-0.24, 0.18, -0.21], [0.21, 0.47, -0.13], [0.23, 0.22, -0.01], [0.13, -0.05, 0.13], [0.04, -0.08, 0.10], [0.25, -0.19, 0.62], [-0.10, 0.05, 0.22], [-0.05, -0.07, -0.19], [-0.08, 0.07, -0.20], [-0.14, 0.14, -0.05], [0.01, -0.25, -0.09], [0.23, 0.13, -0.08], [-0.11, 0.12, -0.21]], "e_lumo_ev": 1.0, "smiles": "Cc1ccccc1.CC", "homo_ev": -9.04, "max_force_ev_per_a": 1.16, "relative_energy_kcal_mol": 5.0, "energy_ha": -351.3222, "gap_ev": 10.05}


{"formula": "C6H10O", "method": "ωB97M-V/def2-TZVPD", "elements": ["C", "C", "C", "C", "C", "C", "O", "H", "H", "H", "H", "H", "H", "H", "H", "H", "H"], "positions_angstrom": [[0.0636, 1.0750, -1.5174], [-0.6254, 0.1866, -0.4880], [-0.9962, 0.6407, 0.9355], [0.3621, 0.1671, 1.4655], [0.7801, -0.4585, 0.1536], [0.0866, -1.7282, -0.2701], [-1.1028, -1.1127, -0.7980], [-0.5299, 1.9620, -1.5825], [1.0875, 1.4436, -1.2944], [0.1649, 0.6069, -2.4957], [-1.1655, 1.7065, 1.0940], [-1.8393, 0.0858, 1.3518], [0.3608, -0.5229, 2.3059], [0.9845, 1.0253, 1.7302], [1.8715, -0.4064, -0.0767], [-0.1012, -2.4096, 0.5636], [0.5985, -2.2612, -1.0771]], "atomic_forces_ev_per_a": [[-1.25, 1.25, -0.81], [5.15, -0.30, 0.47], [-0.22, 0.21, 0.05], [0.18, -0.20, 0.83], [-0.80, -0.47, 0.38], [0.15, -0.94, 0.33], [-0.12, 0.21, -0.20], [-0.43, 0.95, -0.89], [-0.72, -0.51, 0.50], [-0.38, -0.15, 0.01], [-0.11, -0.01, -0.23], [-0.01, 0.05, -0.29], [-0.10, 0.01, 0.38], [0.08, -0.16, -0.07], [-1.08, 0.43, -0.48], [-0.36, -0.34, -0.11], [0.02, -0.01, 0.14]], "e_lumo_ev": 1.1, "smiles": "C[C@]12CC[C@H]1CO2", "homo_ev": -8.42, "max_force_ev_per_a": 5.18, "relative_energy_kcal_mol": 65.6, "energy_ha": -309.7379, "gap_ev": 9.47}


{"formula": "C27H55NO15S", "method": "ωB97M-V/def2-TZVPD", "elements": ["N", "C", "C", "O", "C", "O", "O", "S", "H", "H", "H", "H", "H", "H", "H", "C", "C", "O", "C", "C", "O", "H", "H", "H", "H", "H", "H", "H", "H", "C", "C", "O", "C", "C", "O", "H", "H", "H", "H", "H", "H", "H", "H", "C", "C", "O", "C", "C", "O", "H", "H", "H", "H", "H", "H", "H", "H", "C", "C", "O", "C", "C", "O", "H", "H", "H", "H", "H", "H", "H", "H", "C", "C", "O", "C", "C", "O", "H", "H", "H", "H", "H", "H", "H", "H", "C", "C", "O", "C", "C", "O", "H", "H", "H", "H", "H", "H", "H", "H"], "positions_angstrom": [[-0.3635, 5.5446, 5.7215], [-0.5055, 4.0675, 5.5423], [0.8744, 3.5278, 4.8759], [1.0566, 4.1472, 3.5767], [2.2115, 4.9398, 3.5210], [2.6317, 5.6985, 4.4037], [2.9341, 4.8763, 2.2626], [2.9180, 6.4889, 1.6765], [-1.2588, 6.0135, 5.5495], [-0.0275, 5.7293, 6.6652], [-0.6639, 3.5833, 6.5764], [-1.3879, 3.7968, 4.8653], [1.7242, 3.6962, 5.6102], [0.7316, 2.3894, 4.7828], [1.5892, 6.8356, 1.3684], [1.2332, 2.4072, 1.0393], [0.9077, 3.5184, 0.0646], [0.7376, 3.0022, -1.2664], [-0.4100, 2.4859, -1.7314], [-1.5175, 2.1749, -0.7618], [-0.5221, 2.2164, -2.9061], [0.4268, 1.6755, 1.1002], [1.4105, 2.8095, 2.0387], [2.1262, 1.8649, 0.7138], [0.0391, 4.1077, 0.3714], [1.7494, 4.2129, 0.0182], [-1.4563, 1.1242, -0.4751], [-2.4721, 2.3585, -1.2585], [-1.5112, 2.7986, 0.1293], [1.2517, 1.0341, -5.1347], [0.9452, 0.9563, -6.6154], [1.4550, -0.2602, -7.1854], [0.8042, -1.4337, -7.1608], [-0.4005, -1.5829, -6.2717], [1.2230, -2.3734, -7.7974], [0.7778, 0.2212, -4.5817], [0.9071, 1.9809, -4.7174], [2.3285, 0.9452, -4.9638], [-0.1198, 1.0748, -6.8316], [1.4562, 1.7725, -7.1309], [-0.0912, -2.0235, -5.3231], [-1.1119, -2.2485, -6.7640], [-0.9305, -0.6510, -6.0873], [-1.0169, -3.3380, 2.6731], [-0.8583, -2.1992, 1.6876], [-0.5625, -0.9650, 2.3637], [0.6704, -0.5868, 2.7374], [1.7867, -1.5945, 2.7032], [0.8603, 0.5327, 3.1540], [-0.0971, -3.5166, 3.2345], [-1.2905, -4.2586, 2.1570], [-1.7924, -3.1022, 3.4077], [-0.1153, -2.4104, 0.9158], [-1.8054, -2.0423, 1.1674], [1.8984, -2.0368, 3.6939], [2.7093, -1.0777, 2.4326], [1.6482, -2.3808, 1.9641], [0.0605, 8.6649, 10.7557], [0.2433, 8.9627, 9.2815], [-0.1724, 7.8515, 8.4744], [-1.4408, 7.6222, 8.0947], [-2.5533, 8.3984, 8.7460], [-1.6797, 6.7555, 7.2849], [-0.9880, 8.4890, 11.0046], [0.4260, 9.4939, 11.3656], [0.6057, 7.7581, 11.0313], [-0.2597, 9.8823, 8.9721], [1.3056, 9.1086, 9.0745], [-2.9624, 7.8120, 9.5698], [-3.3341, 8.5705, 8.0032], [-2.2538, 9.3797, 9.1079], [0.7579, -7.3112, -10.9921], [-0.1982, -7.3793, -9.8189], [0.4932, -7.7133, -8.6079], [1.1228, -6.8182, -7.8223], [1.3617, -5.4270, -8.3426], [1.5428, -7.1558, -6.7406], [1.5118, -6.5341, -10.8529], [0.2180, -7.1069, -11.9195], [1.2966, -8.2568, -11.0996], [-0.7818, -6.4631, -9.6979], [-0.9184, -8.1827, -9.9898], [2.3630, -5.3731, -8.7718], [1.2895, -4.7290, -7.5085], [0.6299, -5.0996, -9.0778], [-2.6949, -8.5350, -0.5946], [-2.5326, -7.3910, -1.5746], [-2.2367, -6.1635, -0.8918], [-1.0046, -5.7865, -0.5118], [0.1134, -6.7922, -0.5484], [-0.8188, -4.6696, -0.0865], [-1.7767, -8.7180, -0.0329], [-2.9701, -9.4543, -1.1160], [-3.4712, -8.3007, 0.1390], [-1.7878, -7.6002, -2.3464], [-3.4785, -7.2289, -2.0958], [0.2221, -7.2409, 0.4399], [1.0361, -6.2724, -0.8121], [-0.0207, -7.5736, -1.2930]], "atomic_forces_ev_per_a": [[-0.10, -1.72, -1.40], [1.12, 0.39, -0.15], [-2.09, -1.31, 2.30], [3.19, 0.91, 0.25], [0.70, 1.70, 2.27], [-1.52, -3.07, -2.55], [-2.96, 1.02, 1.21], [0.13, 0.26, -0.64], [0.98, -0.52, 0.47], [-0.47, 0.08, -0.74], [0.29, 0.19, -1.65], [1.28, 0.43, 0.90], [-0.92, 0.21, -1.28], [0.53, 1.70, -0.55], [0.92, -1.09, 0.43], [-0.02, -0.12, -0.12], [0.22, -0.18, 0.45], [0.02, 0.26, -0.61], [-0.10, -0.26, -0.07], [-0.45, 0.47, 0.15], [0.23, 0.26, 0.48], [-0.03, 0.19, 0.04], [-0.12, -0.27, -0.44], [-0.01, 0.15, -0.03], [-0.05, -0.13, -0.06], [-0.10, -0.11, -0.29], [0.01, 0.06, 0.02], [0.15, -0.23, -0.10], [0.15, -0.19, 0.10], [0.13, -0.07, 0.01], [0.01, 0.13, 0.43], [0.17, -0.11, -0.58], [0.07, -0.30, 0.08], [-0.60, 0.17, -0.22], [0.02, 0.63, 0.15], [-0.11, 0.15, 0.00], [0.00, -0.16, 0.00], [-0.07, 0.07, -0.13], [0.05, -0.13, 0.05], [0.05, -0.28, -0.13], [-0.02, 0.04, -0.04], [0.24, -0.12, 0.10], [0.14, 0.01, 0.20], [0.02, -0.06, 0.33], [0.02, -0.42, -0.02], [-0.19, 0.58, -0.11], [0.23, 0.08, 0.37], [0.35, -0.10, -0.58], [-0.41, -0.61, -0.01], [0.01, -0.03, -0.10], [0.03, 0.17, 0.00], [0.02, 0.04, -0.13], [-0.02, 0.00, 0.15], [0.13, 0.21, 0.11], [-0.01, 0.02, -0.05], [-0.11, 0.06, 0.27], [-0.11, -0.11, 0.16], [-0.14, -0.16, 0.12], [-0.01, 0.08, 0.30], [0.29, -0.18, -0.40], [-0.59, -0.21, -0.06], [-0.13, 0.62, -0.23], [-0.42, 1.45, 1.79], [0.03, 0.12, -0.01], [-0.01, -0.05, -0.06], [0.04, 0.14, -0.07], [-0.08, -0.13, 0.01], [-0.14, -0.20, -0.19], [0.03, 0.03, -0.05], [0.04, -0.27, 0.10], [0.04, -0.10, 0.19], [0.23, 0.04, -0.05], [0.14, 0.09, -0.18], [-0.35, -0.51, 0.23], [0.54, 0.37, 0.32], [-0.50, 0.23, 0.17], [-0.40, -0.22, -0.58], [-0.13, 0.04, -0.02], [0.01, -0.02, 0.06], [-0.16, 0.04, 0.01], [0.15, 0.01, 0.03], [0.13, -0.02, 0.25], [-0.05, 0.03, 0.03], [0.24, -0.13, -0.12], [0.15, -0.02, -0.13], [0.06, -0.03, 0.23], [0.01, -0.33, 0.05], [-0.23, 0.48, -0.13], [0.31, 0.10, 0.23], [0.32, -0.08, -0.55], [-0.39, -0.46, -0.34], [0.00, -0.05, -0.12], [0.01, 0.08, 0.01], [0.00, -0.01, -0.16], [0.04, 0.04, 0.13], [0.12, 0.25, 0.12], [-0.01, 0.02, -0.05], [-0.11, 0.04, 0.25], [-0.09, -0.10, 0.16]], "e_lumo_ev": 0.5, "smiles": "NCCOC(=O)OS.CCOC(C)=O.CCOC(C)=O.CCOC(C)=O.CCOC(C)=O.CCOC(C)=O.CCOC(C)=O", "homo_ev": -8.11, "max_force_ev_per_a": 4.27, "energy_ha": -2643.2382, "gap_ev": 8.60}